a:
A cluster of 2 separate species, C3H8N2O in total, computed with ωB97M-V/def2-TZVPD.

## Properties
Spin multiplicity: 2
Charge: -1
M in g mol⁻¹: 88.11
E_LUMO (spin up / spin down) in eV: 3.94 / 3.93

```
14
C3H8N2O, DFT ωB97M-V/def2-TZVPD
O 2.83300 0.19324 -2.76222
C -1.50575 -1.17544 0.48412
N 1.03069 0.46264 -1.38671
C -0.75933 0.45101 2.03995
H 2.56520 1.84744 -1.61653
H 1.00674 -0.31256 -0.73347
H 0.01678 0.63103 2.78416
C 2.19723 0.85622 -1.96916
N -0.60558 -0.12269 0.84314
H -1.24062 -2.09313 1.05109
H -1.81244 0.56833 2.37486
H -2.57352 -0.98322 0.74557
H -1.40713 -1.42387 -0.57880
H 0.25473 1.10101 -1.27600
```

b:
The ion C3H8N2O with charge -1, computed with ωB97M-V/def2-TZVPD.

## Properties
Spin multiplicity: 2
Charge: -1
M in g mol⁻¹: 88.11
E_LUMO (spin up / spin down) in eV: 3.91 / 3.85

```
14
C3H8N2O, DFT ωB97M-V/def2-TZVPD
H 1.95646 -2.12709 -1.69903
H 1.50910 -1.28724 0.26070
H 2.01915 0.33667 -0.18380
C -1.59399 0.43002 1.01192
C 0.04249 -0.14403 -0.76959
H -0.10185 0.33779 -1.73456
H -2.19821 -0.36634 0.54319
H -0.63488 -1.00938 -0.79101
C 1.49073 -0.54791 -0.55017
O -1.93070 0.98244 2.04283
H 3.03871 -0.93066 -1.86768
N 2.04106 -1.10837 -1.76931
H 0.22123 1.22307 0.84323
N -0.47323 0.71074 0.31264
```

Most stable structure: b

a:
An isolated molecule of C5H9F, computed with ωB97M-V/def2-TZVPD.

## Properties
Charge: 0
M in g mol⁻¹: 88.12
E_LUMO in eV: 1.20

```
15
C5H9F, DFT ωB97M-V/def2-TZVPD
H 0.26984 -1.19521 -0.57298
H -2.25779 -1.19759 -0.86848
C -1.02445 0.32268 0.24726
H 3.62523 0.55463 0.43425
H 0.46445 0.34924 -1.42807
C 0.30934 -0.13295 -0.45147
H 3.03753 -0.52773 -0.90715
H -3.06867 0.04634 0.14119
C 1.51785 0.37148 0.31230
F -1.39429 1.54353 -0.31159
H -0.91542 0.54288 1.30054
C 2.76056 0.14907 -0.04148
H -2.26554 -1.25374 0.93466
H 1.17018 1.03906 1.12965
C -2.22881 -0.61167 0.08136
```

b:
An isolated molecule of C5H9F, computed with ωB97M-V/def2-TZVPD.

## Properties
Charge: 0
M in g mol⁻¹: 88.12
E_LUMO in eV: 1.09

```
15
C5H9F, DFT ωB97M-V/def2-TZVPD
C 0.71446 0.03910 -0.26668
C 1.70084 -1.15404 -0.29620
C -1.65725 -0.24445 0.49470
C 1.44201 1.31891 0.12318
H 0.73854 2.16773 -0.03530
H 2.44511 -0.93656 -1.02475
H 1.74641 1.34807 1.17266
H 1.14160 -2.00953 -0.64264
H 0.04440 -0.55708 1.74645
H -2.41856 -0.59770 1.13515
C -0.37212 -0.25882 0.74040
H 2.20049 -1.32839 0.66844
F -2.15001 0.21980 -0.68550
H 2.38523 1.48823 -0.44474
H 0.09932 0.24277 -1.17813
```

Most stable structure: b

a:
A cluster of 2 separate species, C4H9NO in total, computed with ωB97M-V/def2-TZVPD.

## Properties
Spin multiplicity: 2
Charge: -1
M in g mol⁻¹: 87.12
E_LUMO (spin up / spin down) in eV: 3.69 / 3.47

```
15
C4H9NO, DFT ωB97M-V/def2-TZVPD
H 2.30108 0.84857 -1.70269
H -0.78910 -2.35332 4.03180
C 0.89800 -0.13123 -0.43709
C 2.17498 0.26646 -0.79266
N -1.49737 0.57722 0.04005
H -1.85626 -0.27700 0.58419
H -1.44622 1.36753 -2.40428
C -0.40593 0.48758 -0.84455
H 3.02787 -0.05776 -0.18179
H 0.33256 0.98110 -2.75545
H 0.82807 -1.09840 0.04729
H -2.13593 1.27227 -0.33838
H -0.00669 -1.12884 3.34939
C -0.56161 0.76074 -2.16674
O -0.86346 -1.51493 3.57090
```

b:
The ion C4H9NO with charge -1, computed with ωB97M-V/def2-TZVPD.

## Properties
Spin multiplicity: 2
Charge: -1
M in g mol⁻¹: 87.12
E_LUMO (spin up / spin down) in eV: 4.57 / 4.31

```
15
C4H9NO, DFT ωB97M-V/def2-TZVPD
C -0.08567 1.61012 0.69343
H 0.17920 1.82830 1.72207
H 1.37145 1.43433 -1.55057
H -1.11165 1.84221 0.37277
C -0.12837 -2.05498 0.69598
H -1.01876 -2.67775 0.88386
N 0.44957 0.36506 0.09587
H 0.50605 -2.76957 0.19255
H 1.03098 -0.27388 -1.83846
H -0.34916 0.76209 -1.78741
C 0.66281 0.61160 -1.34892
H 0.38008 2.38978 0.05521
O -1.77655 -0.45984 0.00858
C -0.55739 -0.68948 0.17179
H 0.44741 -1.91799 1.63327
```

Most stable structure: b

a:
A cluster of 2 separate species, C2H5N2 in total, computed with ωB97M-V/def2-TZVPD.

## Properties
Charge: +1
M in g mol⁻¹: 57.08
E_LUMO (spin up / spin down) in eV: -5.99 / -8.11

```
9
C2H5N2, DFT ωB97M-V/def2-TZVPD
N 1.78277 -0.16764 0.03343
H -1.41396 0.13946 -1.20970
H -1.33970 -0.73527 0.67953
H -1.38318 1.12224 0.22157
H 0.34326 -1.39340 0.49113
H 3.33470 1.29381 0.23188
C -1.39622 0.11966 -0.10602
C 2.61263 0.61258 -0.11406
N 1.02586 -1.10787 -0.17415
```

b:
A structure of composition C2H5N2, computed with ωB97M-V/def2-TZVPD.

## Properties
Charge: +1
M in g mol⁻¹: 57.08
E_LUMO (spin up / spin down) in eV: -5.95 / -5.95

```
9
C2H5N2, DFT ωB97M-V/def2-TZVPD
H -1.21350 1.98840 -1.06405
N -0.25034 1.53219 -1.13018
C -0.35591 -0.68601 0.84581
H -0.26974 -0.20431 1.76918
C 0.72336 -0.52786 -0.07008
H -1.35446 -1.13708 0.56824
H 1.66038 -0.35867 0.47826
H 0.94951 -1.18813 -0.85771
N 0.11069 0.58146 -0.53947
```

c:
A structure of composition C2H5N2, computed with ωB97M-V/def2-TZVPD.

## Properties
Charge: +1
M in g mol⁻¹: 57.08
E_LUMO (spin up / spin down) in eV: -6.22 / -4.27

```
9
C2H5N2, DFT ωB97M-V/def2-TZVPD
C -0.68213 0.36546 0.13029
N 0.33605 -0.50493 0.54567
N -0.47497 0.08129 -1.14314
H 0.63368 -0.61721 1.45661
C 0.52531 -0.89661 -0.70406
H -1.44935 0.79821 0.75100
H 0.66594 2.05388 1.91920
H -0.72857 0.45171 -2.00177
H 1.17405 -1.73180 -0.95379
```

Most stable structure: b